Record 1
{"formula": "C40H57AsN10OS4Ti", "method": "the ωB97M-V functional and the def2-TZVPD basis", "symbols": ["Ti", "C", "C", "S", "C", "C", "S", "C", "C", "S", "C", "C", "S", "H", "H", "H", "H", "H", "H", "H", "H", "H", "H", "H", "H", "H", "H", "H", "H", "C", "N", "C", "N", "C", "N", "C", "C", "C", "C", "C", "C", "C", "N", "N", "C", "O", "C", "C", "C", "C", "C", "C", "N", "C", "N", "C", "N", "C", "H", "H", "H", "H", "H", "H", "H", "H", "H", "H", "H", "H", "H", "H", "H", "H", "N", "C", "N", "C", "C", "C", "C", "C", "H", "H", "H", "H", "H", "H", "H", "H", "H", "H", "C", "C", "As", "C", "C", "C", "C", "H", "H", "H", "H", "H", "H", "H", "H", "H", "H", "H", "H", "H", "H", "H"], "positions_angstrom": [[-0.098, -0.189, 0.109], [-1.866, -2.321, 2.916], [-3.068, -1.903, 2.091], [-2.831, -0.383, 1.153], [-3.010, 0.899, 2.411], [-1.789, 1.155, 3.269], [-0.378, 1.562, 2.223], [0.966, 1.534, 3.424], [2.260, 1.236, 2.700], [2.220, -0.204, 1.612], [2.234, -1.611, 2.745], [0.880, -2.003, 3.297], [-0.331, -2.134, 1.961], [-1.933, -3.377, 3.182], [-1.772, -1.747, 3.836], [-3.942, -1.777, 2.734], [-3.337, -2.667, 1.361], [-3.858, 0.616, 3.038], [-3.305, 1.801, 1.872], [-1.527, 0.304, 3.893], [-1.964, 2.014, 3.919], [0.748, 0.803, 4.200], [1.017, 2.517, 3.894], [3.079, 1.067, 3.403], [2.566, 2.065, 2.059], [2.927, -1.371, 3.554], [2.684, -2.426, 2.178], [0.504, -1.286, 4.026], [0.939, -2.982, 3.780], [2.198, 4.464, -2.009], [1.927, 3.038, -1.702], [1.339, 2.515, -0.655], [1.263, 1.180, -0.794], [1.825, 0.979, -2.033], [2.242, 2.078, -2.594], [0.924, 5.258, -2.177], [0.909, 6.593, -1.793], [-0.204, 7.382, -2.061], [-1.312, 6.838, -2.685], [-1.310, 5.490, -3.040], [-0.189, 4.705, -2.801], [-2.520, 4.901, -3.620], [-3.671, 5.442, -3.761], [-4.501, 4.445, -4.288], [-3.773, 3.403, -4.398], [-2.486, 3.596, -3.995], [-4.159, 2.047, -4.781], [-5.437, 1.783, -5.272], [-5.789, 0.482, -5.588], [-4.884, -0.561, -5.406], [-3.611, -0.293, -4.923], [-2.589, -1.382, -4.760], [-2.131, -1.489, -3.348], [-1.312, -0.696, -2.692], [-1.223, -1.099, -1.416], [-2.064, -2.184, -1.380], [-2.635, -2.429, -2.523], [-3.252, 1.014, -4.624], [2.787, 4.429, -2.926], [2.829, 4.865, -1.217], [0.969, 3.095, 0.174], [1.945, 0.021, -2.499], [1.775, 7.035, -1.321], [-0.199, 8.427, -1.789], [-2.182, 7.443, -2.900], [-0.182, 3.675, -3.139], [-6.138, 2.595, -5.410], [-6.773, 0.275, -5.982], [-5.173, -1.571, -5.660], [-1.697, -1.189, -5.358], [-2.972, -2.369, -5.013], [-0.800, 0.145, -3.129], [-2.231, -2.791, -0.509], [-2.245, 1.257, -4.303], [-1.348, 1.385, -0.551], [-2.056, 2.316, -0.476], [-2.783, 3.355, -0.384], [-2.215, 4.678, 0.062], [-3.371, 5.617, 0.365], [-4.428, 4.897, 1.193], [-5.103, 3.776, 0.386], [-4.233, 3.300, -0.771], [-1.560, 5.056, -0.725], [-1.627, 4.486, 0.965], [-3.797, 6.006, -0.564], [-2.962, 6.472, 0.903], [-5.178, 5.600, 1.547], [-3.951, 4.490, 2.092], [-6.032, 4.140, -0.056], [-5.378, 2.939, 1.030], [-4.338, 3.950, -1.636], [-4.453, 2.279, -1.082], [0.245, -4.712, -0.303], [1.514, -3.912, -0.062], [1.544, -2.147, -0.902], [3.438, -1.624, -1.070], [4.434, -2.651, -0.540], [1.103, -2.618, -2.748], [2.057, -3.677, -3.303], [0.375, -5.709, 0.118], [0.028, -4.842, -1.362], [-0.629, -4.269, 0.181], [2.379, -4.395, -0.524], [1.735, -3.813, 0.999], [3.572, -0.667, -0.576], [3.577, -1.461, -2.141], [4.338, -2.813, 0.535], [5.443, -2.280, -0.720], [4.356, -3.615, -1.039], [1.157, -1.706, -3.347], [0.069, -2.963, -2.768], [3.102, -3.374, -3.251], [1.824, -3.835, -4.356], [1.948, -4.638, -2.803]], "lumo_energy_ev": -12.61, "homo_lumo_gap_ev": 4.428, "total_charge": 4, "e_tot_ev": -186613.440, "relative_energy_ev": 0.268, "homo_energy_ha": -0.6261}

=====

Record 2
{"formula": "C40H57F3MnN3O2S", "method": "the ωB97M-V functional and the def2-TZVPD basis", "symbols": ["Mn", "C", "N", "C", "C", "C", "N", "C", "C", "C", "C", "C", "C", "C", "O", "C", "C", "C", "C", "C", "C", "C", "C", "C", "C", "C", "C", "C", "C", "C", "O", "C", "C", "C", "C", "C", "C", "C", "C", "H", "H", "H", "H", "H", "H", "H", "H", "H", "H", "H", "H", "H", "H", "H", "H", "H", "H", "H", "H", "H", "H", "H", "H", "H", "H", "H", "H", "H", "H", "H", "H", "H", "H", "H", "H", "H", "H", "H", "H", "H", "H", "H", "H", "H", "H", "H", "H", "H", "H", "H", "H", "H", "H", "F", "C", "F", "F", "C", "C", "C", "C", "N", "C", "S", "H", "H", "H"], "positions_angstrom": [[12.317, 11.159, 15.434], [11.967, 14.188, 16.729], [12.595, 13.486, 15.585], [12.149, 14.182, 14.375], [14.002, 13.672, 15.793], [14.891, 12.997, 14.872], [14.554, 11.560, 14.743], [15.369, 10.669, 15.547], [15.340, 10.772, 17.039], [16.592, 10.835, 17.658], [16.692, 10.799, 19.019], [15.547, 10.532, 19.767], [14.276, 10.592, 19.199], [14.184, 10.775, 17.787], [12.965, 10.877, 17.189], [12.954, 10.318, 19.913], [13.289, 9.971, 21.335], [12.048, 11.516, 19.793], [12.225, 9.163, 19.220], [18.000, 10.735, 19.773], [18.274, 9.331, 20.238], [19.189, 11.197, 18.931], [18.037, 11.638, 21.039], [14.534, 11.194, 13.289], [14.106, 9.781, 13.007], [14.789, 9.263, 11.857], [14.479, 8.038, 11.317], [13.461, 7.288, 11.949], [12.870, 7.708, 13.177], [13.178, 9.007, 13.698], [12.511, 9.412, 14.757], [11.789, 6.875, 13.936], [12.356, 6.756, 15.441], [10.431, 7.507, 13.908], [11.632, 5.475, 13.438], [15.359, 7.563, 10.172], [16.794, 7.324, 10.719], [14.876, 6.204, 9.632], [15.290, 8.569, 9.007], [12.390, 15.236, 16.715], [10.920, 14.179, 16.586], [12.187, 13.708, 17.674], [12.402, 15.215, 14.333], [12.716, 13.706, 13.595], [11.049, 14.043, 14.314], [14.147, 14.727, 15.766], [14.329, 13.338, 16.827], [14.989, 13.446, 13.898], [15.981, 13.138, 15.070], [15.109, 9.629, 15.230], [16.389, 10.728, 15.164], [17.435, 10.928, 16.963], [15.691, 10.389, 20.839], [13.957, 10.792, 21.748], [12.341, 9.981, 21.953], [13.820, 8.969, 21.457], [12.484, 12.398, 20.319], [11.902, 11.783, 18.713], [11.058, 11.199, 20.221], [12.909, 8.379, 19.179], [11.361, 8.896, 19.838], [11.912, 9.397, 18.179], [18.539, 8.829, 19.276], [19.144, 9.292, 20.906], [17.313, 8.869, 20.647], [19.299, 10.669, 17.981], [19.187, 12.293, 18.687], [20.073, 11.015, 19.555], [17.187, 11.370, 21.759], [18.924, 11.288, 21.540], [18.098, 12.745, 20.966], [13.787, 11.851, 12.871], [15.528, 11.374, 12.813], [15.500, 9.922, 11.360], [13.135, 6.319, 11.561], [12.219, 7.715, 15.870], [11.803, 5.890, 15.944], [13.414, 6.668, 15.417], [10.464, 8.499, 14.301], [10.071, 7.589, 12.890], [9.791, 6.879, 14.496], [12.556, 4.953, 13.362], [11.006, 4.921, 14.145], [11.072, 5.376, 12.516], [16.749, 6.515, 11.463], [17.492, 7.005, 9.900], [17.205, 8.188, 11.205], [15.060, 5.404, 10.326], [13.806, 6.304, 9.330], [15.422, 5.958, 8.750], [15.588, 9.595, 9.311], [15.947, 8.202, 8.248], [14.253, 8.570, 8.734], [7.231, 12.323, 14.748], [7.425, 11.244, 13.927], [7.117, 10.144, 14.673], [6.565, 11.343, 12.869], [8.845, 11.268, 13.396], [9.063, 11.060, 12.036], [10.381, 10.994, 11.559], [11.401, 11.130, 12.461], [11.180, 11.341, 13.747], [9.942, 11.410, 14.328], [9.925, 11.452, 16.010], [8.377, 10.891, 11.241], [10.665, 10.807, 10.539], [12.431, 10.945, 12.060]], "multiplicity": 5, "lumo_energy_ev": [-0.89, -0.12], "homo_lumo_gap_ev": [6.839, 7.667], "total_charge": 0, "e_tot_ev": -101279.198, "homo_energy_ha": [-0.2840, -0.2862]}

=====

Record 3
{"formula": "C40H57N2OP3V", "method": "the ωB97M-V functional and the def2-TZVPD basis", "symbols": ["V", "C", "N", "P", "C", "C", "C", "C", "C", "C", "C", "C", "C", "C", "C", "C", "P", "C", "C", "C", "C", "C", "C", "C", "C", "C", "C", "C", "C", "H", "H", "H", "H", "H", "H", "H", "H", "H", "H", "H", "H", "H", "H", "H", "H", "H", "H", "H", "H", "H", "H", "H", "C", "C", "C", "C", "P", "N", "C", "C", "C", "C", "C", "C", "C", "C", "H", "H", "H", "H", "H", "H", "H", "H", "H", "H", "H", "H", "H", "H", "H", "H", "H", "H", "H", "H", "H", "H", "H", "H", "H", "H", "H", "C", "C", "C", "O", "H", "H", "H", "H", "H", "H", "H"], "positions_angstrom": [[-0.185, 0.811, -0.357], [-0.053, -2.363, -3.553], [-0.090, -1.271, -2.578], [1.207, -0.692, -1.645], [2.037, -2.187, -1.051], [3.397, -2.435, -1.205], [3.954, -3.595, -0.679], [3.158, -4.510, -0.004], [1.798, -4.269, 0.147], [1.241, -3.113, -0.374], [2.391, 0.114, -2.753], [2.307, 0.052, -4.138], [3.223, 0.743, -4.923], [4.230, 1.488, -4.326], [4.321, 1.551, -2.940], [3.398, 0.875, -2.157], [-1.508, -0.604, -1.889], [-2.550, -2.000, -1.417], [-3.266, -2.755, -2.346], [-3.986, -3.864, -1.926], [-4.000, -4.219, -0.582], [-3.299, -3.464, 0.348], [-2.577, -2.355, -0.071], [-2.386, 0.181, -3.262], [-3.770, 0.334, -3.213], [-4.427, 1.033, -4.215], [-3.708, 1.582, -5.270], [-2.329, 1.434, -5.321], [-1.669, 0.740, -4.316], [0.980, -2.578, -3.826], [-0.602, -2.089, -4.456], [-0.491, -3.272, -3.136], [4.026, -1.732, -1.737], [5.012, -3.786, -0.804], [3.596, -5.413, 0.402], [1.172, -4.984, 0.666], [0.176, -2.932, -0.265], [1.527, -0.530, -4.616], [3.150, 0.696, -6.001], [4.944, 2.022, -4.939], [5.100, 2.138, -2.473], [3.450, 0.949, -1.075], [-3.271, -2.469, -3.393], [-4.541, -4.450, -2.647], [-4.568, -5.083, -0.260], [-3.320, -3.733, 1.397], [-2.030, -1.752, 0.637], [-4.338, -0.097, -2.395], [-5.503, 1.147, -4.174], [-4.223, 2.124, -6.052], [-1.766, 1.863, -6.140], [-0.590, 0.639, -4.346], [-2.356, -0.975, 3.572], [-0.826, -1.035, 3.725], [-0.488, -1.199, 5.214], [-0.349, -2.285, 2.961], [-0.075, 0.498, 2.933], [-0.138, 0.347, 1.347], [1.736, 0.645, 3.413], [1.972, 1.139, 4.846], [2.459, 1.573, 2.420], [2.387, -0.738, 3.242], [-1.001, 2.054, 3.427], [-1.289, 2.158, 4.928], [-0.155, 3.266, 3.000], [-2.312, 2.164, 2.632], [-2.763, -1.948, 3.858], [-2.661, -0.772, 2.547], [-2.811, -0.235, 4.224], [-1.027, -2.072, 5.592], [-0.794, -0.344, 5.812], [0.571, -1.378, 5.384], [-1.048, -3.102, 3.160], [0.636, -2.618, 3.274], [-0.319, -2.109, 1.890], [1.656, 2.170, 4.990], [3.046, 1.101, 5.049], [1.477, 0.522, 5.594], [2.234, 2.623, 2.576], [2.228, 1.313, 1.388], [3.535, 1.445, 2.566], [2.081, -1.440, 4.012], [3.469, -0.615, 3.330], [2.178, -1.167, 2.261], [-0.392, 2.059, 5.537], [-2.017, 1.425, 5.266], [-1.711, 3.147, 5.126], [0.721, 3.405, 3.626], [-0.772, 4.162, 3.101], [0.159, 3.194, 1.957], [-3.065, 1.445, 2.935], [-2.141, 2.057, 1.562], [-2.723, 3.161, 2.808], [0.763, 3.520, -3.147], [0.025, 3.633, -1.828], [0.713, 4.589, -0.874], [-0.081, 2.350, -1.222], [0.820, 4.494, -3.634], [0.246, 2.829, -3.816], [1.777, 3.150, -2.979], [-0.987, 3.996, -2.024], [1.720, 4.227, -0.653], [0.154, 4.668, 0.060], [0.789, 5.584, -1.314]], "lumo_energy_ev": [-2.04, -2.00], "homo_lumo_gap_ev": [7.962, 7.905], "total_charge": 1, "e_tot_ev": -100984.680, "relative_energy_ev": 0.000, "homo_energy_ha": [-0.3676, -0.3641]}

=====

Record 4
{"formula": "C40H58BrCl2F3N6O16PS2", "method": "the ωB97M-V functional and the def2-TZVPD basis", "symbols": ["C", "C", "C", "Cl", "N", "C", "N", "Br", "C", "C", "C", "C", "S", "O", "O", "Cl", "N", "S", "O", "O", "C", "F", "F", "F", "C", "C", "C", "C", "C", "N", "C", "C", "C", "C", "P", "N", "C", "C", "C", "C", "N", "C", "C", "H", "H", "H", "H", "H", "H", "H", "H", "H", "H", "H", "H", "H", "H", "H", "H", "H", "H", "H", "H", "H", "H", "H", "H", "H", "H", "H", "H", "H", "H", "H", "H", "H", "H", "C", "C", "C", "O", "C", "O", "O", "H", "H", "H", "H", "H", "H", "C", "C", "C", "O", "C", "O", "O", "H", "H", "H", "H", "H", "H", "C", "C", "C", "O", "C", "O", "O", "H", "H", "H", "H", "H", "H", "C", "C", "C", "O", "C", "O", "O", "H", "H", "H", "H", "H", "H"], "positions_angstrom": [[-3.363, -0.345, 3.444], [-1.997, -0.518, 2.738], [-1.769, 0.556, 1.684], [-2.876, 0.120, 0.301], [-0.385, 0.701, 1.251], [0.260, 1.895, 1.237], [-0.044, 2.995, 0.638], [-1.605, 3.123, -0.343], [0.795, 4.206, 0.631], [1.775, 4.155, -0.571], [3.222, 4.530, -0.180], [3.630, 5.929, -0.672], [5.309, 5.978, -1.298], [5.721, 4.668, -1.692], [5.347, 6.979, -2.314], [6.412, 6.589, 0.289], [1.468, 1.743, 1.954], [1.517, 2.328, 3.494], [2.854, 2.511, 3.946], [0.751, 3.540, 3.474], [0.604, 1.292, 4.758], [0.883, 0.005, 4.717], [-0.686, 1.532, 4.620], [0.994, 1.776, 5.919], [2.000, 0.383, 1.521], [2.565, 0.671, 0.097], [3.718, -0.190, -0.458], [3.366, -1.606, -0.918], [4.565, -2.339, -1.538], [5.146, -3.365, -0.692], [4.568, -4.162, 0.250], [5.486, -5.020, 0.808], [6.711, -4.729, 0.135], [6.470, -3.730, -0.774], [3.304, -0.371, 2.633], [3.345, -1.928, 2.594], [0.602, -0.373, 1.492], [0.395, -1.423, 0.418], [0.486, -2.775, 0.732], [0.249, -3.693, -0.284], [-0.084, -3.405, -1.535], [-0.159, -2.108, -1.837], [0.059, -1.128, -0.888], [-3.711, 0.678, 3.309], [-3.221, -0.589, 4.489], [-4.068, -1.039, 3.011], [-1.194, -0.618, 3.459], [-2.045, -1.472, 2.212], [-2.164, 1.494, 2.062], [1.362, 4.324, 1.541], [0.139, 5.047, 0.455], [1.459, 4.871, -1.324], [1.785, 3.172, -1.031], [3.922, 3.791, -0.559], [3.355, 4.535, 0.901], [3.607, 6.619, 0.170], [2.970, 6.343, -1.427], [2.943, 1.692, 0.140], [1.785, 0.676, -0.664], [4.047, 0.321, -1.365], [4.598, -0.229, 0.182], [2.612, -1.511, -1.694], [2.933, -2.218, -0.141], [4.233, -2.792, -2.469], [5.353, -1.623, -1.761], [3.519, -4.094, 0.485], [5.306, -5.736, 1.585], [7.633, -5.246, 0.335], [7.211, -3.317, -1.434], [3.101, 0.069, 3.950], [4.490, 0.272, 2.236], [2.647, -2.328, 1.983], [0.524, -0.942, 2.418], [0.724, -3.127, 1.726], [0.336, -4.745, -0.037], [-0.409, -1.813, -2.843], [-0.048, -0.094, -1.192], [2.343, 2.217, -4.889], [2.845, 1.024, -4.120], [4.085, 0.369, -4.682], [3.936, -0.986, -4.228], [2.613, -1.225, -4.080], [2.134, -2.295, -3.890], [1.905, -0.068, -4.170], [1.371, 2.519, -4.502], [3.041, 3.050, -4.802], [2.212, 1.979, -5.947], [2.982, 1.291, -3.066], [5.010, 0.800, -4.306], [4.103, 0.368, -5.773], [-8.987, -0.214, 0.833], [-7.490, -0.382, 0.797], [-6.935, -0.934, -0.497], [-5.739, -1.588, -0.048], [-5.932, -1.952, 1.235], [-5.192, -2.666, 1.835], [-7.050, -1.386, 1.738], [-9.319, 0.045, 1.838], [-9.301, 0.572, 0.147], [-9.488, -1.143, 0.558], [-6.996, 0.557, 1.065], [-6.703, -0.161, -1.226], [-7.583, -1.682, -0.958], [-5.703, -5.734, 5.826], [-4.860, -4.485, 5.810], [-4.538, -3.951, 4.435], [-3.289, -3.276, 4.666], [-2.684, -3.885, 5.715], [-1.558, -3.688, 6.042], [-3.535, -4.739, 6.328], [-5.768, -6.138, 6.836], [-6.710, -5.521, 5.468], [-5.261, -6.508, 5.198], [-5.317, -3.713, 6.436], [-5.279, -3.262, 4.052], [-4.371, -4.742, 3.701], [-2.967, 3.433, -7.414], [-2.086, 2.698, -6.437], [-2.820, 1.891, -5.393], [-1.880, 1.894, -4.302], [-1.137, 3.015, -4.417], [-0.391, 3.415, -3.574], [-1.345, 3.617, -5.601], [-2.373, 4.103, -8.034], [-3.490, 2.729, -8.061], [-3.702, 4.046, -6.891], [-1.360, 2.081, -6.973], [-3.040, 0.875, -5.708], [-3.740, 2.373, -5.056]], "lumo_energy_ev": -3.79, "homo_lumo_gap_ev": 5.536, "total_charge": 1, "e_tot_ev": -218311.133, "homo_energy_ha": -0.3427}